<1>
The following is a quantum chemistry calculation of an isolated ion of composition C3H4NS and charge +1, from the Open Molecules 2025 dataset.

XYZ file:
```
9
C3H4NS wB97M-V/def2-TZVPD
H -2.52 -2.17 0.28
C 0.97 -0.48 0.00
H 0.11 1.58 -0.48
C 0.03 0.67 0.05
N 0.75 -1.69 -0.02
S -1.72 0.16 -0.06
C -1.75 -1.38 0.08
H 1.94 0.08 -0.04
H 0.12 0.82 1.09
```

Properties
- Charge: +1
- Highest occupied orbital energy (alpha / beta): -15.28 / -15.45 eV
- Orbital gap (alpha / beta): 8.284 / 8.961 eV

Results of the Mulliken charge analysis, in e, for atoms 1 through 8: atom 1 (H): 0.345, atom 2 (C): 0.255, atom 3 (H): 0.469, atom 4 (C): -0.619, atom 5 (N): -0.360, atom 6 (S): 0.170, atom 7 (C): -0.001, atom 8 (H): 0.353

<2>
The following is a quantum chemistry calculation of an isolated ion of composition C3H4NS and charge +1, from the Open Molecules 2025 dataset.

XYZ file:
```
9
C3H4NS wB97M-V/def2-TZVPD
N -0.14 0.85 -0.15
C -1.15 1.85 0.16
H 0.84 0.99 0.21
C -0.52 -0.63 0.13
S -2.42 -0.65 -0.09
C -2.72 0.92 0.09
H -0.50 -0.91 1.18
H -0.06 -1.36 -0.60
H -0.06 0.95 -1.10
```

Properties
- Charge: +1
- Highest occupied orbital energy (alpha / beta): -14.23 / -14.23 eV
- Orbital gap (alpha / beta): 6.968 / 6.982 eV

Results of the Mulliken charge analysis, in e, for atoms 1 through 8: atom 1 (N): -0.124, atom 2 (C): -0.005, atom 3 (H): 0.405, atom 4 (C): -0.581, atom 5 (S): 0.193, atom 6 (C): -0.017, atom 7 (H): 0.396, atom 8 (H): 0.383

Which structure wins on stability? <1> wins.